1.
C47H114N8O9 | the ωB97M-V functional and the def2-TZVPD basis

Last column: Löwdin charge in e.
Geometry (Å):
H -1.57 -0.61 -4.76  0.069
C 1.21 0.68 4.23  -0.059
H -1.41 2.97 -2.74  0.059
C 0.62 -3.23 -2.43  -0.438
H -5.71 2.25 -1.01  0.061
C 5.56 1.51 3.31  -0.083
H -3.28 -5.91 1.04  0.129
C -2.97 -1.71 -2.58  -0.198
H 4.72 -3.22 3.92  0.075
H 1.36 -2.84 2.63  0.026
O -3.22 -2.96 -3.23  -0.200
H 6.51 -2.90 0.30  0.096
O -0.09 5.97 -3.99  -0.197
H 3.39 -1.26 2.92  0.111
H -3.62 -2.75 3.13  0.126
C -3.27 -3.62 2.58  -0.089
H -0.20 -3.03 -4.44  0.068
C 1.35 -4.20 -1.56  -0.242
C 2.75 4.25 1.11  -0.178
C -0.70 6.30 -2.76  -0.114
H 1.64 6.61 2.07  0.078
C -3.19 3.48 -0.01  -0.418
C -0.22 1.14 4.09  -0.408
C 0.36 3.54 -3.65  -0.424
H 4.42 -3.31 0.93  0.126
H -0.02 -4.76 -3.85  0.077
C 0.40 -3.75 -3.88  -0.037
H -3.18 -8.15 -0.42  0.071
H 5.21 0.85 0.75  0.126
H -2.35 -3.58 -0.70  0.126
H 1.08 -1.34 -1.65  0.023
H 3.80 2.63 2.83  0.103
H -2.51 -1.17 1.98  0.102
H 1.76 2.26 0.88  0.135
H 3.56 0.69 1.45  0.128
H -2.47 -8.14 -1.88  0.067
C -3.22 -0.45 -3.40  -0.427
H 5.02 0.66 3.74  0.078
C -4.58 -3.23 -3.37  -0.114
O 0.47 -5.14 -1.05  -0.198
C -3.92 4.50 -0.94  -0.205
H -1.91 -1.65 -2.30  0.116
H -0.24 1.95 -5.04  0.066
H 1.01 1.59 -3.91  0.057
O 0.63 -0.72 0.38  -0.215
H -2.76 0.27 -5.39  0.076
H -0.06 2.40 -2.02  0.047
H -4.16 -4.18 2.26  0.135
N -2.50 -3.10 1.35  -0.164
C -1.01 -3.17 1.63  -0.084
H -0.80 0.49 2.17  0.037
H 1.35 -3.88 -4.40  0.069
O -0.88 1.06 0.41  -0.142
C -2.39 -7.62 -0.94  -0.087
O -5.32 4.38 -1.06  -0.179
H -1.73 5.96 -2.86  0.075
H -4.81 -1.83 1.83  0.102
H -0.68 7.37 -2.71  0.081
H -5.21 3.03 -2.58  0.095
H -2.19 -1.17 0.33  0.127
H -0.05 4.64 -5.50  0.118
H -1.54 -5.59 0.77  0.103
H 1.57 -1.77 1.36  0.017
C -4.63 -0.05 0.65  -0.068
H 3.01 -3.29 4.30  0.076
H -4.16 0.46 1.47  0.065
C 4.71 2.27 2.34  -0.222
C -2.25 -4.43 3.34  -0.155
H -4.73 -4.24 -3.76  0.092
C 4.37 1.37 1.18  -0.108
H -1.55 4.30 -0.91  0.008
H 3.76 -4.29 3.04  0.082
N -1.02 0.27 3.17  0.051
H 0.61 4.60 5.85  0.087
H -3.26 2.45 -0.37  0.091
H -6.78 3.27 -1.82  0.088
H -5.71 0.16 0.72  0.087
H -4.17 0.22 -0.29  0.053
C 1.95 6.66 1.03  -0.087
H 5.34 2.30 -2.70  0.107
H 3.77 4.57 0.90  0.105
H -0.22 5.82 -1.90  0.063
H 5.20 3.19 2.00  0.107
C 0.64 2.37 -4.57  -0.067
H 1.38 7.44 0.54  0.067
H -0.92 -2.75 3.71  0.114
H 6.36 0.99 2.81  0.074
C -0.28 2.58 3.52  -0.184
H -1.59 0.49 -2.52  0.047
N -0.47 3.25 -2.49  0.041
H -3.89 4.50 1.85  0.079
H 0.02 2.53 2.47  0.108
H 1.71 0.61 3.25  0.068
H 2.59 4.15 2.20  0.112
C 1.16 -5.91 -0.09  -0.108
H -3.55 -5.87 -1.41  0.118
C 3.23 0.94 -0.92  -0.077
H 1.41 -5.30 0.78  0.077
C 0.00 0.34 -0.24  -0.686
H 2.46 1.30 -1.61  0.116
H -0.37 -3.23 -1.97  0.111
H -1.46 4.46 -4.45  0.118
N 1.33 -1.98 -2.39  0.076
C -3.92 3.52 1.34  -0.059
H 0.17 2.98 6.16  0.086
H 5.78 2.05 4.22  0.080
H -2.51 -4.53 4.39  0.124
C -2.84 -4.04 0.17  -0.108
C 4.65 2.89 -0.77  -0.090
H -5.04 -2.44 -3.99  0.094
C 4.52 0.56 -1.64  -0.127
C 2.49 2.92 0.39  -0.087
H -3.06 -1.54 -5.21  0.073
H -1.85 -5.71 -1.69  0.107
H 2.96 7.03 0.88  0.068
C -2.57 -6.10 -0.98  -0.260
C 0.05 3.78 5.43  -0.141
O 0.36 0.60 -1.55  -0.227
C -0.95 -3.67 3.10  -0.137
C -2.65 -0.63 -4.80  -0.049
C 3.73 -3.27 3.47  -0.063
H 7.58 -1.91 1.35  0.089
H -3.49 -1.66 -1.61  0.093
H -3.91 -3.92 -0.02  0.120
H 4.33 0.13 -2.61  0.116
H -0.08 -4.27 3.37  0.111
H 6.38 1.74 -1.43  0.111
H -2.17 -5.41 2.88  0.101
H -5.02 -3.24 -2.38  0.073
C -2.83 -1.66 1.07  -0.129
C 3.33 -2.23 2.42  -0.417
H 6.48 -1.11 0.24  0.062
H -0.60 -2.15 1.52  0.093
H -0.71 1.08 5.06  0.127
N -2.56 0.70 -2.79  0.075
H -1.41 -7.86 -0.53  0.068
H -4.72 -2.19 0.12  0.084
H -3.29 2.94 2.02  0.054
O 5.60 -1.92 1.87  -0.200
C 5.34 1.89 -1.70  -0.111
H 1.32 -1.49 -3.27  0.057
N 3.70 2.08 0.05  -0.208
H 0.52 -6.69 0.31  0.069
H 2.03 -6.38 -0.55  0.096
H -4.95 3.21 1.30  0.067
C 6.59 -1.98 0.89  -0.116
H 1.27 2.61 -5.44  0.077
H -1.00 4.06 5.43  0.089
H 1.31 4.01 -3.33  0.136
H 2.09 5.31 -0.61  0.106
H 1.83 1.37 4.81  0.076
H 1.27 -0.31 4.69  0.077
H -0.53 -3.82 0.92  0.104
H 5.34 3.38 -0.10  0.118
C -4.34 -1.54 0.89  -0.221
H 2.12 3.10 -0.63  0.118
H -1.27 2.99 3.65  0.107
H 4.03 3.60 -1.30  0.135
H 2.76 0.14 -0.37  0.101
H -2.01 0.42 3.31  0.054
N -1.80 3.96 0.01  0.049
C -0.39 4.65 -4.46  -0.183
O 0.61 3.47 4.19  -0.192
H -1.18 3.17 0.27  0.043
H -3.03 1.03 -1.95  0.043
C -5.72 3.15 -1.61  -0.118
N 1.97 -2.55 1.89  0.091
H -4.32 -0.31 -3.44  0.137
H 0.84 4.85 0.48  0.099
C 4.32 -2.31 1.33  -0.205
H 5.03 -0.23 -1.10  0.073
H -3.46 4.41 -1.95  0.110
H -3.69 5.48 -0.54  0.125
H 2.15 -4.68 -2.14  0.130
C 1.84 5.27 0.45  -0.267
H 4.08 -1.65 0.47  0.113
H 1.84 -3.63 -0.76  0.109
C -2.54 -5.49 0.35  -0.212

Properties
Net charge: 0
M: 935.5 g/mol
E_HOMO: -7.149 eV
Strongest force on any atom: 4.16 eV/Å
Frontier orbital gap: 0.274 Ha



2.
C37H36BrIrN5O2S2 | the ωB97M-V functional and the def2-TZVPD basis

Last column: Löwdin charge in e.
Geometry (Å):
C 2.20 -1.75 1.29  -0.119
O 1.25 1.52 0.73  -0.668
O 1.22 -0.29 -1.25  -0.663
C -1.30 1.07 -5.28  -0.271
C -0.11 -0.83 -4.98  -0.206
C 4.07 0.41 -0.68  -0.201
C -1.31 -3.66 -1.41  -0.051
C -0.15 5.86 -1.26  -0.031
C -1.83 1.82 1.95  -0.107
H 2.76 1.72 -1.80  0.074
H -5.15 -0.11 -0.26  0.135
C -2.39 1.99 -4.91  -0.013
C 2.28 -2.37 0.04  -0.409
H -2.47 2.18 5.24  0.137
C 3.78 -0.72 -1.67  -0.269
H -3.97 2.76 -3.85  0.129
C -4.25 0.23 -0.74  0.012
C 2.54 -4.51 1.10  -0.025
C -0.33 5.36 -2.54  -0.023
H -0.04 3.70 -3.87  0.111
H -0.48 6.86 -1.01  0.127
H 2.57 -4.49 3.24  0.129
H -0.95 -1.64 -2.01  0.104
H -0.81 5.97 -3.29  0.126
C -2.08 1.77 4.32  0.008
C 0.74 3.29 -1.92  -0.087
C -1.27 0.64 4.34  0.001
N -0.79 -1.85 0.05  -0.118
H -2.95 3.27 3.04  0.132
H -1.48 -4.01 -2.42  0.128
H -5.22 1.12 -2.42  0.145
H -0.95 1.34 -2.27  0.097
C -2.35 2.37 3.10  0.001
N -1.08 0.70 1.96  -0.128
C -1.38 -4.53 -0.33  -0.669
H -2.97 -0.53 0.81  0.120
C -0.57 1.33 -6.43  0.017
C 2.30 -2.52 2.43  -0.051
N -1.88 0.41 -0.68  -0.124
N -1.06 -0.02 -4.53  0.131
H 5.14 0.39 -0.47  0.139
C 0.10 4.08 -2.87  -0.044
C -0.79 0.14 3.15  -0.097
H 4.43 2.18 -1.85  0.139
H -0.78 2.18 -7.05  0.125
H -2.64 2.69 -5.70  0.125
C -3.09 1.30 -2.55  -0.155
S 2.16 -1.51 -1.50  1.095
H 4.48 -1.56 -1.58  0.116
H 3.69 3.82 -0.36  0.116
H -0.12 -0.71 3.14  0.097
C -4.27 0.91 -1.94  0.048
C -1.02 -2.34 -1.19  -0.112
C -3.14 2.06 -3.81  -0.022
H 1.07 0.59 -7.63  0.126
Br -1.74 -6.34 -0.59  0.920
N 0.68 -0.65 -6.03  0.103
H 0.04 -1.75 -4.42  0.101
Ir -0.14 0.09 0.24  1.411
C -3.04 -0.01 -0.13  -0.114
C 2.43 -3.75 -0.06  -0.060
H 2.26 -2.04 3.41  0.123
H 3.58 0.20 0.27  0.085
C 0.48 5.08 -0.30  -0.066
C 3.66 1.79 -1.19  -0.203
H 3.81 -0.39 -2.71  0.112
C -0.87 -2.69 1.09  -0.098
C -1.90 1.03 -1.87  -0.041
H -1.02 0.14 5.27  0.132
H 2.47 -4.23 -1.03  0.126
H -0.68 -2.28 2.07  0.099
H -2.01 2.27 0.99  0.120
H 2.67 -5.58 1.03  0.130
H 4.09 2.58 0.80  0.108
C 0.44 0.43 -6.76  -0.083
C 3.46 2.80 -0.06  -0.276
C -1.16 -4.03 0.95  -0.058
H 2.08 -0.67 1.37  0.072
C 0.92 3.81 -0.64  -0.404
H -1.21 -4.67 1.82  0.129
C 2.47 -3.89 2.34  -0.025
H 1.09 2.30 -2.17  0.086
S 1.80 2.97 0.64  1.122
H 0.63 5.47 0.71  0.119

Properties
Energy above the lowest of the compared OMol25 structures with the same formula, charge and spin: 0.00 kJ/mol
Net charge: +3
M: 919.0 g/mol
E_HOMO: -16.189 eV
Strongest force on any atom: 0.89 eV/Å
Frontier orbital gap: 0.266 Ha



3.
C28H45NO24 | the ωB97M-V functional and the def2-TZVPD basis

Last column: Löwdin charge in e.
Geometry (Å):
O -3.40 -1.35 0.50  -0.110
C 4.67 -8.01 1.94  -0.507
H 1.32 4.66 -3.37  0.137
C -3.03 2.89 -4.08  -0.137
H 5.05 -5.68 1.36  0.094
C 0.26 2.16 -4.00  -0.515
C -1.25 -1.57 -4.27  -0.131
H 2.79 2.06 2.11  0.096
C 3.58 -3.39 1.92  -0.503
C -3.33 3.75 -5.26  -0.128
H 1.94 2.12 -1.78  0.145
C 1.76 3.66 -3.29  -0.127
C 2.24 1.01 2.20  -0.107
O 3.63 -7.43 2.61  0.064
H 0.16 -0.77 -5.70  0.139
H 3.71 6.86 4.43  0.136
H -4.37 -1.01 2.81  0.128
H 5.73 -2.93 0.23  0.137
H -7.69 3.22 -0.88  0.141
C 5.37 -4.64 1.49  -0.136
O 2.62 -2.91 2.52  0.107
N -2.52 -1.67 3.86  -0.079
O 4.31 -9.21 1.40  0.071
H -3.15 1.21 0.51  0.132
H -1.30 2.03 -0.66  0.133
H 2.08 5.12 4.63  0.138
H 0.97 3.53 -1.29  0.142
C 4.10 5.89 4.75  -0.141
C 0.11 -1.09 -4.65  -0.155
O 3.75 -3.33 0.57  0.056
H -1.96 2.90 -3.82  0.101
O 5.29 4.37 1.94  0.134
O -1.21 -2.94 -4.59  0.065
H 2.42 -10.04 1.19  0.140
H -6.16 4.14 -0.92  0.109
C -0.92 1.12 0.03  -0.212
O 3.39 4.36 3.20  0.040
H -2.02 1.54 1.98  0.125
O -0.46 1.52 -4.75  0.101
H -3.13 0.37 3.45  0.121
H 4.42 5.95 5.79  0.139
H -0.05 1.64 0.67  0.123
H -1.48 -1.39 1.65  0.117
H -0.34 -1.94 -0.25  0.143
H -8.13 4.79 0.88  0.137
O -7.33 3.17 1.90  0.060
H 0.58 -0.72 1.88  0.126
C -4.82 4.15 -3.65  -0.500
H -3.37 -0.88 -0.38  0.103
C -2.16 0.82 1.04  -0.113
C 1.24 2.89 -2.13  -0.126
O 2.21 0.35 0.85  -0.245
H 3.28 3.94 5.21  0.138
H -2.37 -2.59 3.34  0.073
H 1.06 -1.28 -1.32  0.146
H -2.67 4.61 -5.34  0.139
H 2.85 3.75 -3.28  0.143
C 5.07 -3.79 0.31  -0.126
C -6.81 3.53 -0.29  -0.143
H 1.81 -8.25 3.18  0.141
H 1.90 -1.76 1.03  0.114
O -6.33 1.12 2.07  0.125
H -3.30 3.19 -6.20  0.142
O 4.60 -4.06 2.53  0.076
O 0.49 -4.47 -4.64  0.125
C -2.43 -0.73 1.46  -0.297
C 0.10 -3.32 -4.58  -0.516
H 5.10 -4.35 -0.63  0.141
O -6.14 2.37 0.17  0.056
O 1.34 2.89 -4.41  0.079
O -0.51 0.09 -0.89  -0.199
C 3.12 4.78 4.53  -0.141
C -6.58 2.13 1.43  -0.515
H -1.44 -1.46 -3.19  0.130
C 1.25 -0.77 0.89  -0.189
O 5.78 -7.52 1.83  0.120
C -3.24 -0.69 2.92  -0.196
C 3.03 -9.53 1.93  -0.137
O -5.78 4.62 -3.05  0.119
C 4.67 4.72 2.93  -0.516
H 2.76 0.31 3.00  0.109
O 0.09 2.25 -2.65  0.030
H 3.16 -10.19 2.80  0.138
H 1.16 1.26 2.60  0.089
H -1.53 -1.33 4.05  0.065
O 5.18 5.53 3.91  0.066
C 2.48 -8.19 2.31  -0.133
O -3.80 3.48 -3.05  0.068
H -6.41 4.91 1.33  0.135
H -3.35 1.85 -4.22  0.144
H -2.04 -1.06 -4.82  0.136
O -4.65 4.21 -5.00  0.069
H 1.94 -7.71 1.48  0.140
O 0.92 -2.23 -4.48  0.062
C -7.19 4.23 0.98  -0.139
H 0.46 -0.27 -4.02  0.111
C 0.33 -0.97 -0.43  -0.176
H 6.44 -4.63 1.75  0.146

Properties
Energy above the lowest of the compared OMol25 structures with the same formula, charge and spin: 456.07 kJ/mol
Net charge: 0
M: 779.7 g/mol
E_HOMO: -8.704 eV
Strongest force on any atom: 2.95 eV/Å
Structure (SMILES): COCCOCC[C@H](O)CN.O=C1OCCO1.O=C1OCCO1.O=C1OCCO1.O=C1OCCO1.O=C1OCCO1.O=C1OCCO1.O=C1OCCO1
Frontier orbital gap: 0.325 Ha



4.
C2H4N2OS | the ωB97M-V functional and the def2-TZVPD basis

Last column: Löwdin charge in e.
Geometry (Å):
N 0.55 -0.42 1.63  0.108
O 1.98 -0.41 -1.42  -0.148
C -0.42 -0.06 0.97  -0.977
S -0.54 0.24 -0.60  1.001
H -1.47 -0.66 2.38  0.080
C 0.94 0.46 -1.60  -0.401
N -1.79 -0.15 1.52  -0.026
H 1.41 -0.33 1.07  0.060
H 0.71 1.29 -2.50  0.137
H -2.27 0.88 1.75  0.165

Properties
Energy above the lowest of the compared OMol25 structures with the same formula, charge and spin: 417.27 kJ/mol
Net charge: 0
M: 104.1 g/mol
E_HOMO: -9.820 eV
Strongest force on any atom: 8.87 eV/Å
Structure (SMILES): [H]/N=C(/N)SC=O
Frontier orbital gap: 0.330 Ha



5.
C4H6NO3 | the ωB97M-V functional and the def2-TZVPD basis

Last column: Löwdin charge in e.
Geometry (Å):
H -0.95 -1.24 -1.99  0.041
H 0.92 -1.61 0.13  0.074
C -0.43 1.64 0.14  -0.732
H -0.44 0.74 2.36  0.043
H -1.47 -0.27 0.19  0.105
C -0.46 0.10 0.41  -0.358
H 0.77 -0.30 2.00  0.032
H 1.46 -0.07 -0.49  0.092
O 0.69 2.20 0.26  -0.106
O -1.55 2.19 -0.03  -0.130
N -0.21 -0.11 1.86  0.003
C 0.12 -1.08 -1.78  -0.475
C 0.56 -0.68 -0.41  -0.263
O 0.98 -1.52 -2.66  -0.325

Properties
Energy above the lowest of the compared OMol25 structures with the same formula, charge and spin: 0.00 kJ/mol
2S+1: 2
Net charge: -2
M: 116.1 g/mol
E_HOMO (alpha / beta): 3.662 / 0.112 eV
<S²>: 0.7538
Strongest force on any atom: 0.86 eV/Å
Frontier orbital gap (alpha / beta): 0.130 / 0.258 Ha



6.
C2H11N2Si | the ωB97M-V functional and the def2-TZVPD basis

Last column: Löwdin charge in e.
Geometry (Å):
H -0.94 1.56 -1.49  0.098
H 1.97 -1.08 0.80  -0.054
C -1.04 1.23 -0.42  -0.028
H 1.99 1.47 0.81  -0.043
N -0.48 -0.60 1.22  0.171
H 0.23 -0.33 1.95  0.153
C -0.02 -0.01 -0.06  -0.720
H -1.37 -0.19 1.41  0.142
N -0.30 -1.08 -1.00  -0.011
H 2.74 0.01 -1.14  -0.029
H -2.01 0.89 -0.30  0.043
H -0.85 2.21 0.02  0.075
Si 1.87 0.17 0.12  0.762
H -1.17 -1.65 -0.82  0.115
H -0.11 -0.97 -2.05  0.140
H -0.51 -1.63 0.97  0.186

Properties
Energy above the lowest of the compared OMol25 structures with the same formula, charge and spin: 130.46 kJ/mol
Net charge: +1
M: 91.2 g/mol
E_HOMO: -13.798 eV
Strongest force on any atom: 4.27 eV/Å
Structure (SMILES): C[C@](N)([NH3+])[SiH3]
Frontier orbital gap: 0.377 Ha